1.
ORCA calculation (the ωB97M-V functional and the def2-TZVPD basis) on 13 unconnected molecules or ions with the total composition C52H143N13O13 in a non-equilibrium geometry.

Computed properties:
relative energy (zero: lowest compared OMol25 entry of this formula, charge and spin): 506.9 kJ/mol
total charge: +1
HOMO (spin up / spin down): -10.26 / -10.26 eV
multiplicity: 2
E_LUMO (spin up / spin down): -2.1 / -8.0 eV
orbital gap (spin up / spin down): 8.16 / 2.31 eV

Positions of all 221 atoms, in Å:
C  -8.34363  3.97150  0.14096
C  -6.83824  3.67522  -0.17031
C  -5.94125  3.03170  0.88365
O  -4.60671  2.97488  0.43641
C  -3.86819  4.17840  0.49644
N  -6.74946  2.97220  -1.43746
H  -8.48441  4.75075  0.88999
H  -8.87242  3.05641  0.40757
H  -8.80159  4.39673  -0.75210
H  -6.41076  4.67158  -0.28271
H  -6.33354  2.01677  0.94785
H  -6.07615  3.49668  1.86022
H  -4.32008  5.03313  -0.00689
H  -2.87821  3.91487  0.12417
H  -3.93308  4.38936  1.56387
H  -5.79230  2.69273  -1.59824
H  -7.13881  2.04366  -1.35788
C  -2.56919  3.44537  -4.34263
C  -1.80247  2.18312  -4.75481
C  -2.32024  1.52275  -6.03496
O  -3.76014  1.38296  -5.98860
C  -4.17196  0.13832  -6.71686
N  -0.45759  2.59737  -4.96034
H  -3.49887  3.12716  -3.87088
H  -2.79710  4.04942  -5.22086
H  -2.12027  4.16098  -3.65381
H  -1.84159  1.47240  -3.92932
H  -1.80418  0.58268  -6.23005
H  -2.16597  2.13999  -6.92002
H  -5.24033  -0.04289  -6.59919
H  -3.61704  -0.72398  -6.34727
H  -3.95895  -0.00173  -7.77664
H  0.06947  3.02200  -4.21067
H  -0.35463  3.19518  -5.76789
C  8.10160  5.40298  -0.75526
C  8.10089  3.87431  -1.14695
C  7.18357  3.56763  -2.40284
O  5.76968  3.80363  -2.20822
C  5.08496  2.86196  -1.40795
N  9.47787  3.46823  -1.41203
H  8.44999  5.94222  -1.63614
H  8.69582  5.54976  0.14666
H  7.09452  5.76692  -0.55171
H  7.66805  3.32641  -0.30995
H  7.24795  2.52444  -2.71221
H  7.64235  4.20284  -3.16054
H  4.02361  3.05243  -1.24872
H  5.49158  2.77335  -0.40052
H  5.02645  1.84151  -1.78657
H  9.40462  2.80888  -2.17361
H  9.90690  4.26978  -1.85198
C  -0.50613  1.94699  -1.16647
C  0.94745  1.49090  -0.92252
C  1.21791  0.16335  -0.09223
O  0.45056  0.48526  1.12241
C  0.47655  -0.71366  1.87057
N  1.66958  1.28565  -2.15174
H  -0.58090  2.90910  -1.67329
H  -1.11340  1.95784  -0.26136
H  -1.00844  1.17726  -1.75239
H  1.60283  2.29227  -0.58136
H  2.28026  0.08729  0.13957
H  0.86532  -0.73268  -0.60303
H  -0.13078  -0.45342  2.73748
H  1.44094  -0.92813  2.33106
H  -0.04939  -1.52670  1.37011
H  1.78955  2.11727  -2.71219
H  1.42199  0.46305  -2.68289
C  -6.09852  -0.19830  6.86569
C  -5.39608  -0.61683  5.53157
C  -4.90135  0.54622  4.61678
O  -4.01200  0.08840  3.57898
C  -3.29549  1.15996  3.04801
N  -4.38077  -1.60152  5.96332
H  -5.36394  0.17524  7.57910
H  -6.71349  -1.03253  7.20331
H  -6.93841  0.43444  6.57880
H  -6.08583  -1.18218  4.90490
H  -4.25409  1.25512  5.13313
H  -5.75064  1.12618  4.25560
H  -3.61987  1.35287  2.02543
H  -2.36277  0.63728  2.83599
H  -3.00747  1.92970  3.76401
H  -3.54951  -1.27479  6.43485
H  -3.89696  -1.90865  5.13164
C  -1.36137  -5.41022  7.80997
C  -2.77407  -5.11323  7.29603
C  -2.88676  -5.03818  5.72133
O  -2.18118  -3.95136  5.25948
C  -2.33463  -3.61066  3.89916
N  -3.67834  -6.12734  7.87126
H  -0.87507  -6.27183  7.35255
H  -1.44073  -5.69675  8.85863
H  -0.87013  -4.43730  7.79544
H  -3.10320  -4.14777  7.68035
H  -3.93408  -4.90931  5.44821
H  -2.54154  -5.95705  5.24739
H  -1.91809  -4.35064  3.21575
H  -1.70849  -2.78128  3.57024
H  -3.39998  -3.43069  3.75516
H  -3.53536  -6.20221  8.86828
H  -3.39325  -7.04799  7.56923
C  0.06704  1.19991  5.36757
C  -1.13935  0.63608  6.05071
C  -0.94238  -0.42017  7.07446
O  -2.20226  -0.76033  7.71299
C  -1.99291  -1.56609  8.84571
N  -1.72522  1.82884  6.63852
H  0.78654  1.74636  5.97733
H  -0.21354  1.77607  4.48586
H  0.60185  0.42729  4.81516
H  -1.93199  0.32767  5.36902
H  -0.25185  -0.02947  7.82186
H  -0.55517  -1.32793  6.61169
H  -1.19733  -2.30739  8.77067
H  -2.86392  -2.15076  9.14173
H  -1.73299  -0.87594  9.64834
H  -1.12986  2.19109  7.36957
H  -2.59360  1.58211  7.09145
C  2.26764  5.27771  -2.09190
C  2.43402  5.41845  -3.59237
C  3.10620  6.71630  -3.96768
O  3.13205  6.72446  -5.33607
C  3.34907  8.04725  -5.86194
N  3.31030  4.24692  -3.74204
H  1.38979  5.76933  -1.67262
H  3.06057  5.66733  -1.45350
H  2.24038  4.29802  -1.61487
H  1.50099  5.29709  -4.14266
H  4.07585  6.89877  -3.50446
H  2.53105  7.56141  -3.58941
H  4.24848  8.48356  -5.42746
H  2.56451  8.76305  -5.61658
H  3.65042  8.13042  -6.90615
H  4.08704  4.23453  -3.09656
H  3.87074  4.34463  -4.57658
C  7.17614  -0.08456  -0.11162
C  5.75982  -0.66088  -0.05860
C  5.45584  -1.52287  -1.35864
O  4.16085  -1.98541  -1.14027
C  3.70623  -2.82278  -2.20329
N  5.58360  -1.54565  1.13564
H  7.52698  0.31583  0.83953
H  7.50755  0.58870  -0.90218
H  7.85546  -0.88642  -0.40082
H  5.06420  0.17527  0.01269
H  6.23084  -2.28926  -1.36962
H  5.44223  -0.84901  -2.21528
H  4.25894  -3.75906  -2.28069
H  3.74245  -2.30720  -3.16296
H  2.65816  -3.07305  -2.03888
H  4.58896  -1.71995  1.15582
H  5.91738  -2.47894  0.94154
C  -3.74891  0.46275  -1.11945
C  -4.30786  -0.78794  -0.44745
C  -3.13638  -1.77744  0.07744
O  -3.66402  -2.78827  0.90097
C  -4.00246  -4.02276  0.29561
N  -5.19682  -0.42441  0.58886
H  -3.21982  0.31660  -2.06116
H  -3.04613  0.90523  -0.41347
H  -4.62275  1.10545  -1.22650
H  -4.92404  -1.24184  -1.22359
H  -2.53082  -1.13425  0.71596
H  -2.45167  -2.13462  -0.69177
H  -4.26994  -4.71604  1.09306
H  -3.23090  -4.51642  -0.29522
H  -4.88298  -3.90682  -0.33633
H  -4.84874  0.43720  0.98456
H  -5.03023  -1.14750  1.27407
C  -2.19627  -7.86921  -3.26580
C  -1.06176  -6.83370  -3.42679
C  -1.23756  -5.56437  -2.59053
O  -0.04933  -4.70164  -2.41651
C  -0.42212  -3.53686  -1.64656
N  0.07034  -7.46144  -2.83104
H  -3.16530  -7.43224  -3.50693
H  -2.47221  -8.13192  -2.24456
H  -2.10006  -8.69469  -3.97110
H  -0.72490  -6.73776  -4.45898
H  -1.67289  -5.77194  -1.61304
H  -1.90074  -4.86967  -3.10599
H  -0.93298  -2.84721  -2.31849
H  0.40599  -2.92248  -1.29318
H  -1.08596  -3.72781  -0.80339
H  0.75853  -6.72262  -2.85615
H  -0.01941  -7.69343  -1.85215
C  3.79344  -3.02845  4.12303
C  2.51308  -3.62912  4.60578
C  1.82220  -4.62779  3.64725
O  1.58847  -3.97892  2.36583
C  0.83605  -4.66447  1.43164
N  2.93465  -4.28843  5.80243
H  4.17482  -2.15140  4.64595
H  3.63269  -2.58625  3.13980
H  4.59864  -3.76150  4.07426
H  1.80055  -2.84520  4.86239
H  0.85287  -4.90142  4.06394
H  2.35455  -5.54770  3.40543
H  0.48302  -5.66631  1.67617
H  1.42772  -4.69879  0.51684
H  -0.00467  -3.99691  1.24282
H  2.34011  -5.00820  6.18786
H  3.78589  -4.82210  5.69916
C  2.63850  0.61483  -5.32476
C  2.78329  0.68687  -6.92039
C  3.11203  2.13153  -7.36282
O  3.25639  1.93696  -8.72838
C  3.75013  3.09498  -9.47167
N  3.96589  -0.03138  -7.38236
H  3.62174  0.91025  -4.95861
H  2.37609  -0.37416  -4.94909
H  1.83039  1.21354  -4.90452
H  1.89615  0.39726  -7.48360
H  4.01792  2.58610  -6.96179
H  2.26012  2.79143  -7.19890
H  3.31546  3.15323  -10.46956
H  4.83910  3.08795  -9.51852
H  3.51062  4.03783  -8.97997
H  3.81889  0.05473  -8.37788
H  4.77558  0.56642  -7.29786

Mulliken population analysis, charges in e, atoms 1 to 6: atom 1 (C): -1.5807, atom 2 (C): 0.5037, atom 3 (C): -0.7360, atom 4 (O): 0.3856, atom 5 (C): -0.7462, atom 6 (N): -0.4973

2.
ORCA calculation (the ωB97M-V functional and the def2-TZVPD basis) on C13H20O4S in the gas phase.

Computed properties:
relative energy (zero: lowest compared OMol25 entry of this formula, charge and spin): 23.9 kJ/mol
HOMO: -9.29 eV
SMILES: CC(C)OC[C@@H](O)CS(=O)(=O)Cc1ccccc1
E_LUMO: 0.6 eV
orbital gap: 9.93 eV

Positions of all 38 atoms, in Å:
C  3.02352  2.84583  1.17566
C  1.96418  2.22277  2.07781
C  0.56189  2.62015  1.61843
O  2.19139  0.81911  2.01521
C  1.48699  0.00477  2.91877
C  0.55991  -1.00263  2.19385
O  -0.67634  -0.43441  1.85232
C  1.29056  -1.59723  0.97996
S  0.50965  -1.12864  -0.60931
O  0.18603  0.27782  -0.60295
O  1.37631  -1.59121  -1.65546
C  -1.04764  -2.10012  -0.68498
C  -1.80786  -1.56503  -1.84468
C  -1.50058  -1.98275  -3.13444
C  -2.16022  -1.43591  -4.22018
C  -3.12781  -0.46373  -4.02864
C  -3.43027  -0.03606  -2.74691
C  -2.77088  -0.58042  -1.65952
H  2.86496  2.50723  0.15558
H  2.95876  3.92936  1.21082
H  4.01451  2.53560  1.49554
H  2.11825  2.55861  3.11845
H  0.39097  2.24403  0.61214
H  0.47590  3.70357  1.61181
H  -0.20081  2.22174  2.28458
H  0.88639  0.59557  3.61743
H  2.22497  -0.56976  3.49633
H  0.31155  -1.79571  2.91068
H  -0.51602  0.22006  1.14839
H  2.30512  -1.21358  0.90958
H  1.30037  -2.68234  0.97305
H  -1.55629  -1.94817  0.26206
H  -0.73584  -3.13151  -0.81926
H  -0.73432  -2.72861  -3.28235
H  -1.91559  -1.76595  -5.21884
H  -3.64173  -0.03693  -4.87715
H  -4.17916  0.72687  -2.59395
H  -3.00084  -0.24240  -0.65986

Mulliken population analysis, charges in e, atoms 1 to 6: atom 1 (C): -1.4916, atom 2 (C): 0.6184, atom 3 (C): -1.1302, atom 4 (O): -0.3556, atom 5 (C): -0.9023, atom 6 (C): 0.1863

3.
ORCA calculation (the ωB97M-V functional and the def2-TZVPD basis) on a molecular structure, C16H4CuF5I2N2OS.

Computed properties:
relative energy (zero: lowest compared OMol25 entry of this formula, charge and spin): 0.0 kJ/mol
total charge: -1
HOMO (spin up / spin down): -5.29 / -5.25 eV
multiplicity: 2
E_LUMO (spin up / spin down): 2.0 / 1.4 eV
orbital gap (spin up / spin down): 7.29 / 6.69 eV

Positions of all 32 atoms, in Å:
Cu  1.41700  -1.05926  -1.53662
I  -0.17880  3.83785  -1.13520
C  0.61807  2.55864  0.28197
C  0.84085  3.03247  1.58906
C  1.34963  2.23013  2.57195
I  1.61804  3.01954  4.47637
C  1.67062  0.87574  2.27941
C  2.17922  -0.06530  3.20244
C  2.43695  -1.34573  2.80426
C  2.20445  -1.70306  1.46393
N  1.73773  -0.85013  0.59132
C  1.45982  0.42044  0.97051
C  0.90520  1.25348  -0.08238
O  0.71944  0.76350  -1.25077
H  0.59372  4.06106  1.81154
H  2.35449  0.23638  4.22646
H  2.82065  -2.08168  3.49556
H  2.40843  -2.70336  1.10298
N  3.87239  -2.66701  -2.50998
C  2.95126  -2.06460  -2.16727
F  -5.11972  0.79991  -1.27772
C  -4.00824  0.10207  -1.55229
C  -3.76240  -0.34000  -2.84106
F  -4.64040  -0.06437  -3.81446
C  -2.61027  -1.05699  -3.11657
F  -2.42876  -1.44445  -4.38641
C  -1.66984  -1.37182  -2.14071
S  -0.22446  -2.31883  -2.50808
C  -1.95991  -0.91344  -0.85603
F  -1.12972  -1.17753  0.15976
C  -3.09723  -0.18809  -0.55197
F  -3.32821  0.22444  0.69999

Mulliken population analysis, charges in e, atoms 1 to 6: atom 1 (Cu): -0.3680, atom 2 (I): 0.0392, atom 3 (C): -0.5978, atom 4 (C): -0.4149, atom 5 (C): -0.2902, atom 6 (I): 0.0263

4.
ORCA calculation (the ωB97M-V functional and the def2-TZVPD basis) on 2 unconnected molecules or ions with the total composition C17H29N3O5S in a non-equilibrium geometry.

Computed properties:
relative energy (zero: lowest compared OMol25 entry of this formula, charge and spin): 0.0 kJ/mol
HOMO: -8.37 eV
SMILES: CC[C@H](C)[C@H](NC(C)=O)C(=O)NC.O=S(=O)(O)CCNc1ccccc1
E_LUMO: 0.1 eV
orbital gap: 8.46 eV

Positions of all 55 atoms, in Å:
C  5.66769  0.53428  -1.12162
C  4.13702  0.58531  -1.03705
C  3.58059  0.96674  0.35901
C  4.03447  -0.07053  1.40832
C  2.02773  1.07662  0.35219
N  1.50519  1.78650  -0.83466
C  1.45170  3.09459  -1.09782
C  1.95411  4.12672  -0.10880
O  0.98629  3.46700  -2.16210
C  1.40103  1.61072  1.65502
O  2.07981  2.16042  2.51788
N  0.06671  1.52099  1.74409
C  -0.73350  2.03165  2.85621
H  5.96426  0.39379  -2.16122
H  6.09342  1.46881  -0.75371
H  6.05519  -0.30159  -0.53989
H  3.73364  -0.38280  -1.33793
H  3.81742  1.32616  -1.76970
H  4.00247  1.93268  0.63650
H  3.62129  0.16209  2.38955
H  5.11928  -0.05544  1.50890
H  3.71563  -1.07071  1.11532
H  1.66543  0.05331  0.26014
H  1.15839  1.21799  -1.59162
H  1.98122  5.09771  -0.60012
H  2.95476  3.87336  0.22797
H  1.27866  4.17835  0.74184
H  -0.42666  1.12412  0.95882
H  -1.10811  3.02798  2.61422
H  -0.12566  2.09676  3.76138
H  -1.57718  1.36742  3.04498
O  -0.71669  -4.08358  -2.99406
S  -1.86717  -4.69124  -2.31844
O  -3.08938  -4.62892  -3.12258
O  -1.57247  -6.27234  -2.06248
C  -2.12700  -4.00492  -0.68944
C  -1.75050  -2.54146  -0.72452
N  -2.42065  -1.90742  0.41718
C  -3.45960  -0.98207  0.30936
C  -4.22216  -0.81313  -0.85731
C  -5.22604  0.15873  -0.91648
C  -5.48602  0.96139  0.19660
C  -4.75051  0.78244  1.37134
C  -3.74513  -0.18981  1.42423
H  -1.97944  -6.65317  -2.85168
H  -3.18112  -4.13244  -0.44019
H  -1.51768  -4.54866  0.03111
H  -0.66263  -2.42576  -0.64649
H  -2.04389  -2.07457  -1.67149
H  -1.98365  -1.99887  1.33274
H  -4.06218  -1.43124  -1.73271
H  -5.80620  0.28669  -1.82585
H  -6.26601  1.71583  0.15148
H  -4.96258  1.39666  2.24157
H  -3.18364  -0.32314  2.34197

Mulliken population analysis, charges in e, atoms 1 to 6: atom 1 (C): -1.3799, atom 2 (C): -0.4619, atom 3 (C): 0.5432, atom 4 (C): -1.7400, atom 5 (C): -0.1972, atom 6 (N): -0.0193